# 1
Computed, not measured: C2H2Cl3P in the gas phase in a non-equilibrium geometry, with wB97M-V/def2-TZVPD.

```
8
Properties=species:S:1:pos:R:3
Cl 1.632 -1.849 0.302
C -0.225 -1.098 0.225
C -0.311 0.253 -0.275
Cl -0.843 0.854 -1.748
P 0.407 1.562 0.745
Cl 0.378 3.293 -0.301
H -0.791 -1.995 -0.210
H -0.248 -1.020 1.262
```

Values from the calculation:
Relative energy (zero: lowest compared OMol25 entry of this formula, charge and spin)   48.3 kcal per mole
SMILES   ClC/C(Cl)=P/Cl
LUMO energy   -0.054 Eh
HOMO energy   -0.331 Ha
Spin multiplicity   1
Total charge   0
Kohn-Sham gap   0.2774 hartree

# 2
Computed, not measured: 2 unconnected molecules or ions with the total composition C2H2Cl4 in a non-equilibrium geometry, with wB97M-V/def2-TZVPD.

```
8
Properties=species:S:1:pos:R:3
C 0.416 -0.046 0.246
C 1.667 2.208 -2.749
Cl 1.482 -0.898 -0.885
Cl 1.321 1.142 1.198
Cl 0.291 1.529 -3.419
Cl 2.655 2.930 -3.887
H -0.018 -0.778 0.925
H -0.336 0.486 -0.333
```

Values from the calculation:
Relative energy (zero: lowest compared OMol25 entry of this formula, charge and spin)   61.6 kcal per mole
LUMO energy   -0.034 Eh
HOMO energy   -0.346 Ha
Spin multiplicity   1
Total charge   0
Kohn-Sham gap   0.3124 hartree

# 3
Computed, not measured: 2 unconnected molecules or ions with the total composition C2H2Cl4O in a non-equilibrium geometry, with wB97M-V/def2-TZVPD.

```
9
Properties=species:S:1:pos:R:3
C 1.681 -0.768 -0.053
C -1.838 0.313 0.189
O 2.367 0.063 -0.809
Cl 0.460 -0.258 1.005
Cl -1.781 2.056 0.597
Cl -2.042 -0.132 -1.470
Cl -2.754 -0.529 1.391
H 1.755 -1.734 -0.308
H 2.152 0.990 -0.541
```

Values from the calculation:
Relative energy (zero: lowest compared OMol25 entry of this formula, charge and spin)   74.0 kcal per mole
LUMO energy (spin up / spin down)   0.017 / -0.018 Eh
HOMO energy (spin up / spin down)   -0.303 / -0.271 Ha
Spin multiplicity   1
Total charge   0
Kohn-Sham gap (spin up / spin down)   0.3194 / 0.2526 hartree

# 4
Computed, not measured: C2H2ClF in the gas phase in a non-equilibrium geometry, with wB97M-V/def2-TZVPD.

```
6
Properties=species:S:1:pos:R:3
C -0.739 0.179 -0.019
C 0.456 -0.342 0.033
F 0.867 -1.565 -0.030
Cl 2.085 0.939 0.015
H -1.014 1.101 0.153
H -1.654 -0.312 -0.152
```

Values from the calculation:
Relative energy (zero: lowest compared OMol25 entry of this formula, charge and spin)   0.0 kcal per mole
LUMO energy (spin up / spin down)   0.033 / -0.146 Eh
HOMO energy (spin up / spin down)   -0.235 / -0.380 Ha
Spin multiplicity   3
Total charge   0
Kohn-Sham gap (spin up / spin down)   0.2673 / 0.2343 hartree

# 5
Computed, not measured: a molecular structure, C2H2ClIO in a non-equilibrium geometry, with wB97M-V/def2-TZVPD.

```
7
Properties=species:S:1:pos:R:3
C 0.734 1.167 -0.387
C -0.396 1.768 -0.584
O 1.539 0.331 -0.338
Cl 0.236 -3.051 0.225
I -1.877 0.850 0.685
H 0.471 -3.742 1.344
H -0.706 2.677 -0.945
```

Values from the calculation:
Relative energy (zero: lowest compared OMol25 entry of this formula, charge and spin)   21.3 kcal per mole
LUMO energy   -0.026 Eh
HOMO energy   -0.328 Ha
Spin multiplicity   1
Total charge   0
Kohn-Sham gap   0.3024 hartree

# 6
Computed, not measured: C2H2ClN3O in the gas phase in a non-equilibrium geometry, with wB97M-V/def2-TZVPD.

```
9
Properties=species:S:1:pos:R:3
C -0.977 -1.321 0.137
C 0.901 -0.242 -0.032
N 0.377 -1.438 0.022
N -1.572 -0.211 0.189
N 0.095 0.794 -0.083
O 0.274 2.089 0.213
Cl 2.586 -0.046 -0.142
H -1.537 -2.248 0.182
H -0.146 2.622 -0.485
```

Values from the calculation:
Relative energy (zero: lowest compared OMol25 entry of this formula, charge and spin)   78.6 kcal per mole
LUMO energy (spin up / spin down)   -0.019 / -0.019 Eh
HOMO energy (spin up / spin down)   -0.358 / -0.358 Ha
Spin multiplicity   1
Total charge   0
Kohn-Sham gap (spin up / spin down)   0.3388 / 0.3388 hartree